The following is a DFT calculation (the ωB97M-V functional and the def2-TZVPD basis) of C3H12N6O3Sn as an isolated structure.

LUMO level: -10.775 eV
ΔE to the lowest compared entry with this formula, charge and spin: 608.75 kJ/mol
DFT total energy: -24202.341 eV
net charge: +2
orbital gap: 5.0995 eV
spin multiplicity: 1
max |F|: 0.2272 hartree/bohr
highest occupied orbital energy: -15.9 eV

Cartesian coordinates (Å):
Sn1 -15.84808 7.56377 2.60318
C1 -18.42848 7.71721 -0.32988
O1 -17.93028 7.17889 0.64302
N1 -19.25488 7.19859 -1.20327
N2 -18.15012 8.82487 -0.76991
H1 -19.68252 6.30426 -1.00989
H2 -19.57250 7.86096 -1.89643
H3 -18.48263 9.06342 -1.69329
H4 -17.32634 9.27402 -0.39608
C2 -14.26485 7.29387 6.08947
O2 -15.30272 7.50923 5.44278
N3 -13.46429 6.29815 5.97130
N4 -13.85617 8.03657 6.94312
H5 -12.55988 6.20347 6.41083
H6 -13.82566 5.47539 5.51025
H7 -13.08598 7.87961 7.57736
H8 -14.40809 8.86685 7.10476
C3 -19.50928 8.10677 4.07404
O3 -20.44798 7.32859 4.28401
N5 -18.41178 8.18975 4.85568
N6 -19.47112 9.07386 3.12702
H9 -18.28690 7.84430 5.79652
H10 -17.67573 8.82333 4.57837
H11 -20.13212 9.11632 2.36454
H12 -18.60076 9.58195 3.06058

Forces on the atoms, in the same order (eV/Å):
Sn -1.40 -0.56 0.91
C -1.65 -4.71 -0.35
O 1.99 -1.37 3.67
N -2.31 -3.20 -0.27
N 3.93 9.37 -1.48
H -0.31 0.21 -0.46
H -0.81 -1.30 -0.07
H 0.71 0.79 0.41
H -0.31 0.47 -0.43
C -1.31 -3.35 -3.69
O -2.21 0.02 -2.98
N 1.51 -5.50 -2.74
N 1.63 8.75 7.57
H -0.35 0.13 0.05
H 0.38 -0.06 0.03
H -0.24 -0.10 -0.15
H 0.32 0.20 0.29
C -3.72 -1.47 0.49
O 2.03 1.45 -0.58
N 3.23 -0.38 0.54
N 0.43 0.33 -1.08
H -0.54 -0.42 -0.22
H -0.37 0.41 0.59
H 0.07 -0.13 0.26
H -0.68 0.42 -0.32